{"formula": "C23H49Br14N3O3", "method": "ωB97M-V/def2-TZVPD", "charge": 0, "max_force_ev_per_a": 2.416, "relative_energy_kj_mol": 64.7, "gap_ev": 9.594, "e_tot_ev": -1015854.108, "multiplicity": 1, "elements": ["C", "N", "C", "C", "O", "H", "H", "H", "H", "H", "H", "H", "C", "N", "C", "C", "O", "H", "H", "H", "H", "H", "H", "H", "C", "N", "C", "C", "O", "H", "H", "H", "H", "H", "H", "H", "Br", "C", "C", "Br", "H", "H", "H", "H", "Br", "C", "C", "Br", "H", "H", "H", "H", "Br", "C", "C", "Br", "H", "H", "H", "H", "Br", "C", "C", "Br", "H", "H", "H", "H", "Br", "C", "C", "Br", "H", "H", "H", "H", "Br", "C", "C", "Br", "H", "H", "H", "H", "Br", "C", "C", "Br", "H", "H", "H", "H"], "positions_angstrom": [[1.5607, 19.5918, -17.1699], [0.4318, 20.3599, -16.6526], [-0.1422, 19.7632, -15.4574], [0.1136, 21.5868, -17.0781], [-0.8012, 22.2561, -16.6174], [2.4425, 19.7697, -16.5467], [1.8328, 19.9585, -18.1602], [1.3023, 18.5369, -17.1792], [-0.8683, 20.4518, -15.0450], [-0.6218, 18.7960, -15.6133], [0.6520, 19.6153, -14.7255], [0.7834, 21.9063, -17.8964], [-4.5367, 24.2972, -11.4113], [-3.2489, 23.7289, -11.6940], [-2.9139, 22.5296, -10.9297], [-2.2546, 24.4828, -12.2034], [-1.0669, 24.2538, -12.0536], [-4.6781, 24.7144, -10.4103], [-5.3756, 23.6159, -11.5779], [-4.7828, 25.1232, -12.0861], [-3.0963, 22.5733, -9.8559], [-3.4721, 21.7048, -11.3767], [-1.8573, 22.2887, -11.0254], [-2.6012, 25.3086, -12.8443], [0.8901, 25.1159, -6.9313], [1.0364, 23.7860, -7.5029], [1.3832, 23.6819, -8.8862], [0.6243, 22.7364, -6.7525], [0.4092, 21.6164, -7.1899], [1.8393, 25.6612, -6.9322], [0.4748, 25.0830, -5.9301], [0.2570, 25.7499, -7.5604], [1.6797, 22.6657, -9.1533], [0.5997, 23.9828, -9.5837], [2.3172, 24.2072, -9.1125], [0.3820, 23.0084, -5.7161], [-6.2830, 18.6088, -10.8218], [-6.3218, 17.0221, -11.9589], [-5.6254, 15.7727, -11.4405], [-3.8890, 16.1540, -10.6216], [-5.9163, 17.3503, -12.9190], [-7.3726, 16.8486, -12.1838], [-5.6237, 14.9103, -12.0969], [-6.3121, 15.5199, -10.6249], [-3.8792, 14.4354, -5.5490], [-4.3001, 16.1873, -6.3338], [-5.6484, 16.3129, -7.0224], [-6.9845, 16.8707, -5.6770], [-3.5493, 16.2346, -7.1249], [-4.0197, 16.9069, -5.5745], [-5.9635, 15.3809, -7.4718], [-5.5490, 17.1748, -7.6757], [-4.5760, 19.6909, -4.2178], [-2.7626, 20.0634, -3.6310], [-1.7603, 19.5788, -4.6691], [-1.4295, 17.6477, -4.3861], [-2.5850, 19.5799, -2.6773], [-2.6438, 21.1389, -3.5165], [-0.7692, 20.0233, -4.6076], [-2.0464, 19.6786, -5.7118], [5.3786, 22.0084, -6.4155], [4.0092, 20.8244, -7.2427], [4.2571, 20.7404, -8.7262], [2.6147, 19.9806, -9.5462], [3.0578, 21.3010, -7.0369], [4.1159, 19.8586, -6.7615], [5.0209, 20.0426, -9.0407], [4.3230, 21.7425, -9.1356], [0.2771, 19.1043, -12.0296], [-1.1811, 18.5371, -10.8666], [-0.7302, 18.6029, -9.4249], [-2.3166, 18.4478, -8.2617], [-1.6243, 17.5966, -11.1680], [-1.8717, 19.3448, -11.0907], [-0.2498, 19.5362, -9.1496], [-0.0616, 17.7740, -9.2050], [0.1633, 14.9920, -11.3485], [-0.1470, 14.6216, -13.2627], [-1.0855, 15.6989, -13.8080], [-1.1573, 15.4902, -15.7698], [-0.5494, 13.6211, -13.3759], [0.8082, 14.7044, -13.7721], [-0.6734, 16.6756, -13.5648], [-2.0581, 15.6044, -13.3312], [-3.3085, 19.4924, -13.5674], [-3.2414, 21.3151, -14.2935], [-4.6450, 21.8814, -14.3556], [-5.8373, 20.8727, -15.5699], [-2.8613, 21.1701, -15.2982], [-2.6075, 21.8824, -13.6214], [-4.6354, 22.8668, -14.8156], [-5.1349, 21.9157, -13.3878]], "forces_ev_per_a": [[0.11, 1.10, -0.05], [0.39, -1.55, 0.26], [-0.02, 0.56, 0.17], [-0.52, 0.17, 0.26], [0.42, 0.00, -0.35], [-0.02, -0.32, 0.15], [-0.18, -0.25, -0.12], [0.07, -0.04, -0.16], [0.02, 0.02, 0.09], [0.00, 0.02, -0.38], [0.02, 0.02, 0.02], [-0.23, 0.22, -0.03], [-1.32, 0.74, -0.64], [-0.27, -0.46, 1.12], [0.29, -0.47, -0.42], [1.02, 0.16, -0.20], [-0.35, 0.06, -0.17], [0.46, -0.24, 0.20], [0.34, -0.43, 0.09], [0.46, 0.01, -0.11], [-0.37, 0.36, -0.03], [-0.14, -0.16, 0.33], [0.06, 0.23, -0.26], [-0.15, 0.12, 0.19], [0.50, 0.59, -0.75], [-0.25, 0.46, 1.26], [0.92, -0.72, -0.93], [-0.83, -0.34, -1.12], [0.44, 0.03, 0.36], [0.14, -0.26, 0.28], [0.04, -0.10, 0.06], [-0.33, -0.29, 0.04], [-0.56, -0.22, 0.33], [-0.08, 0.18, 0.14], [-0.30, 0.59, 0.22], [0.20, 0.05, 0.11], [-0.01, -0.49, 0.00], [0.48, 0.44, -1.77], [-1.42, 0.86, 1.75], [-0.46, -0.50, -0.51], [0.27, 0.14, 0.22], [-0.03, -0.30, 0.40], [0.41, 0.30, -0.44], [0.68, -0.52, 0.32], [-0.43, 0.18, 0.03], [0.83, -0.83, -0.86], [0.56, 0.67, 1.74], [-0.02, -0.29, -0.38], [-0.03, 0.11, 0.09], [-0.49, 0.21, 0.01], [-0.13, 0.13, -0.23], [-0.35, -0.24, -0.43], [0.12, 0.00, 0.17], [0.65, 0.21, -0.71], [0.35, -0.76, 0.10], [-0.08, 0.34, -0.21], [-0.19, -0.03, 0.04], [-0.29, 0.05, 0.01], [-0.10, 0.17, 0.43], [-0.38, 0.03, 0.13], [-0.32, -0.36, -0.23], [0.61, 0.19, 0.04], [-1.13, -0.04, 0.00], [0.47, 0.07, 0.06], [-0.03, -0.15, 0.11], [-0.18, 0.06, 0.14], [0.36, 0.33, 0.12], [0.35, -0.15, -0.26], [0.19, -0.51, 0.02], [-0.26, 1.38, 0.22], [-0.08, -0.42, -0.13], [0.43, 0.06, -0.28], [0.38, -0.15, -0.12], [-0.39, -0.25, 0.26], [-0.11, 0.09, -0.08], [-0.10, -0.01, 0.26], [-0.12, -0.23, -0.49], [-0.10, 0.71, -0.21], [0.57, -0.50, 0.49], [-0.20, 0.17, 0.70], [-0.01, -0.02, 0.19], [0.12, -0.14, 0.22], [-0.06, 0.11, -0.35], [-0.24, 0.02, -0.49], [0.02, 0.01, 0.16], [-1.02, -0.74, -0.26], [-0.11, -0.01, -0.40], [0.35, 0.18, 0.41], [0.38, 0.40, 0.08], [0.16, 0.12, -0.22], [0.15, 0.09, 0.18], [-0.03, -0.06, -0.01]]}